1.
A cluster of 14 separate species, H28O14 in total at a distorted geometry. Source: OMol25; level of theory: ωB97M-V/def2-TZVPD.

Each line ends with the Mulliken charge.
Element x y z (Å)
H (-0.615, 0.699, 0.509)  0.257
H (0.594, -0.014, -0.074)  0.364
H (5.605, 1.432, 0.781)  0.281
H (4.672, 2.550, 0.347)  0.290
H (0.459, 5.393, 1.720)  0.311
H (1.404, 4.285, 2.157)  0.308
H (3.833, -1.547, -1.394)  0.304
H (5.260, -2.053, -1.532)  0.309
H (0.881, 0.961, -3.898)  0.305
H (0.495, 1.522, -2.539)  0.313
H (2.656, 0.184, 0.527)  0.266
H (1.701, 1.201, 1.129)  0.248
H (0.061, -3.602, 2.765)  0.307
H (-0.029, -4.396, 4.058)  0.306
H (0.820, 3.750, -0.106)  0.250
H (0.274, 4.745, -1.117)  0.304
H (-3.662, -2.642, 0.173)  0.317
H (-2.600, -3.038, -0.840)  0.267
H (-0.831, -4.237, 0.194)  0.303
H (-0.193, -3.106, -0.596)  0.305
H (0.745, -4.344, -2.026)  0.328
H (1.445, -3.390, -1.072)  0.279
H (-4.512, 1.525, -0.405)  0.187
H (-5.916, 1.261, -0.923)  0.282
H (-2.574, 1.701, -0.492)  0.454
H (-3.508, 2.888, -0.330)  0.324
H (-3.654, -0.310, 1.551)  0.258
H (-2.609, -0.417, 0.453)  0.261
O (-0.073, -0.091, 0.617)  -0.607
O (4.676, 1.623, 0.609)  -0.548
O (0.640, 4.793, 2.453)  -0.621
O (4.738, -1.355, -1.121)  -0.615
O (0.234, 0.862, -3.190)  -0.628
O (1.823, 0.253, 1.007)  -0.540
O (0.220, -3.531, 3.713)  -0.632
O (0.762, 3.916, -1.054)  -0.545
O (-3.509, -3.225, -0.579)  -0.629
O (0.003, -3.769, 0.076)  -0.571
O (1.497, -4.285, -1.426)  -0.596
O (-5.293, 0.984, -0.242)  -0.546
O (-2.657, 2.637, -0.706)  -0.644
O (-3.263, 0.186, 0.824)  -0.565

Results
ΔE to the lowest compared entry with this formula, charge and spin ... 578.6 kJ/mol
Energy ... -1069.98061 hartree
E_HOMO ... -0.355 hartree
Orbital gap ... 9.412 eV



2.
A structure of composition C20H20N4O5SeW at a distorted geometry. Source: OMol25; level of theory: ωB97M-V/def2-TZVPD.

Each line ends with the Mulliken charge.
Element x y z (Å)
W (-1.150, 0.035, 0.508)  1.422
O (-0.114, 0.966, 1.876)  -0.614
C (1.035, 1.623, 1.803)  0.374
C (2.138, 1.266, 2.595)  -0.196
C (3.335, 1.937, 2.476)  -0.636
C (3.468, 3.016, 1.606)  -0.684
C (2.391, 3.417, 0.851)  -0.782
C (1.171, 2.733, 0.925)  0.673
C (0.052, 3.145, 0.134)  -0.106
N (-0.998, 2.418, -0.014)  0.161
C (-2.089, 2.926, -0.818)  -1.046
C (-2.254, 2.036, -2.068)  -0.709
N (-1.681, 0.730, -1.829)  0.214
C (-1.125, 0.124, -2.814)  -0.224
C (-0.673, -1.236, -2.742)  0.502
C (0.052, -1.803, -3.800)  -0.624
C (0.402, -3.134, -3.787)  -0.759
C (-0.003, -3.944, -2.728)  -0.397
C (-0.703, -3.417, -1.665)  -0.482
C (-1.012, -2.048, -1.621)  0.544
O (-1.623, -1.526, -0.571)  -0.722
H (2.027, 0.447, 3.289)  0.480
H (4.175, 1.628, 3.078)  0.416
H (4.411, 3.532, 1.533)  0.413
H (2.478, 4.252, 0.171)  0.406
H (0.112, 4.131, -0.341)  0.329
H (-1.924, 3.967, -1.116)  0.476
H (-2.994, 2.875, -0.204)  0.268
H (-1.793, 2.509, -2.946)  0.496
H (-3.323, 1.893, -2.258)  0.262
H (-1.020, 0.621, -3.786)  0.317
H (0.359, -1.164, -4.617)  0.392
H (0.975, -3.555, -4.600)  0.406
H (0.245, -4.995, -2.737)  0.401
H (-1.008, -4.034, -0.831)  0.435
N (-1.768, -0.773, 3.013)  -0.492
C (-1.479, -2.207, 2.877)  -0.543
C (-0.036, -2.304, 2.344)  0.244
O (0.820, -2.970, 2.903)  -0.713
N (0.119, -1.538, 1.251)  0.020
C (1.472, -1.528, 0.709)  -0.791
C (1.615, -0.362, -0.271)  0.346
O (2.676, -0.034, -0.748)  -0.691
O (0.473, 0.227, -0.535)  -0.396
H (-1.229, -0.393, 3.794)  0.217
H (-2.757, -0.626, 3.233)  0.259
H (-2.182, -2.633, 2.146)  0.194
H (-1.550, -2.767, 3.819)  0.418
H (1.696, -2.466, 0.179)  0.479
H (2.221, -1.431, 1.508)  0.463
Se (-3.431, 0.433, 0.830)  -0.416

Results
ΔE to the lowest compared entry with this formula, charge and spin ... 104.5 kJ/mol
Energy ... -3837.96717 hartree
E_HOMO ... -0.295 hartree
Orbital gap ... 6.938 eV



3.
An isolated molecule of C7H12S at a distorted geometry. Source: OMol25; level of theory: ωB97M-V/def2-TZVPD.

Each line ends with the Mulliken charge.
Element x y z (Å)
C (-0.110, -1.803, -0.840)  -0.234
C (-0.784, -1.706, 0.294)  -0.394
C (0.897, -0.684, -1.312)  -1.007
C (-0.752, -0.396, 0.978)  -0.309
C (1.051, 0.387, -0.268)  0.612
C (-1.930, 0.512, 0.868)  -1.269
C (0.786, 1.867, -0.612)  -1.555
S (2.455, -0.144, 0.755)  -0.195
H (-0.133, -2.796, -1.432)  0.294
H (-1.324, -2.545, 0.673)  0.424
H (1.792, -1.158, -1.315)  0.441
H (0.547, -0.296, -2.387)  0.275
H (-0.304, -0.482, 1.872)  0.555
H (-1.633, 1.520, 1.398)  0.231
H (-2.878, 0.212, 1.308)  0.428
H (-2.335, 0.571, -0.092)  0.355
H (0.852, 2.302, 0.387)  0.339
H (-0.099, 1.896, -1.070)  0.459
H (1.688, 2.163, -1.092)  0.422
H (2.215, 0.580, 1.886)  0.126

Results
ΔE to the lowest compared entry with this formula, charge and spin ... 439.8 kJ/mol
Energy ... -671.94937 hartree
E_HOMO ... -0.279 hartree
Orbital gap ... 8.425 eV



4.
A cluster of 12 separate species, C46H124N8O19 in total at a distorted geometry. Source: OMol25; level of theory: ωB97M-V/def2-TZVPD.

Each line ends with the Mulliken charge.
Element x y z (Å)
C (22.639, 12.291, -8.084)  -0.766
O (22.934, 10.936, -8.444)  -0.325
C (23.040, 10.212, -7.259)  -0.739
C (23.062, 8.719, -7.628)  0.529
C (22.991, 7.810, -6.404)  -1.498
N (24.273, 8.405, -8.362)  -0.816
H (22.465, 12.931, -8.949)  0.286
H (23.503, 12.759, -7.612)  0.305
H (21.740, 12.441, -7.487)  0.297
H (24.021, 10.489, -6.872)  0.347
H (22.161, 10.311, -6.622)  0.381
H (22.192, 8.432, -8.219)  0.327
H (23.978, 7.871, -5.944)  0.364
H (22.873, 6.769, -6.705)  0.352
H (22.254, 8.164, -5.684)  0.371
H (24.188, 9.143, -9.047)  0.307
H (23.960, 7.610, -8.900)  0.277
C (23.656, 24.574, -4.378)  -0.573
O (23.516, 25.281, -3.129)  -0.381
C (22.233, 25.609, -2.582)  -0.604
C (21.490, 26.790, -3.286)  0.365
C (22.422, 27.933, -3.587)  -1.302
N (20.373, 27.355, -2.505)  -0.725
H (24.698, 24.297, -4.542)  0.235
H (23.303, 25.323, -5.086)  0.229
H (23.099, 23.640, -4.298)  0.293
H (21.648, 24.690, -2.549)  0.326
H (22.410, 25.967, -1.568)  0.310
H (21.151, 26.304, -4.201)  0.226
H (23.290, 27.633, -4.173)  0.310
H (22.961, 28.300, -2.714)  0.336
H (21.886, 28.739, -4.089)  0.382
H (19.992, 28.222, -2.857)  0.271
H (20.839, 27.667, -1.665)  0.304
C (17.141, 32.236, -17.333)  -0.732
O (17.690, 31.071, -16.859)  -0.298
C (17.016, 30.428, -15.823)  -0.795
C (17.691, 29.054, -15.550)  0.565
C (16.998, 28.139, -14.530)  -1.520
N (19.059, 29.227, -15.244)  -0.681
H (16.112, 32.038, -17.631)  0.293
H (17.780, 32.559, -18.155)  0.241
H (17.176, 33.093, -16.661)  0.297
H (17.037, 30.961, -14.872)  0.331
H (16.013, 30.146, -16.143)  0.413
H (17.610, 28.587, -16.531)  0.253
H (17.263, 28.351, -13.494)  0.362
H (17.307, 27.100, -14.647)  0.367
H (15.910, 28.063, -14.547)  0.376
H (19.455, 28.311, -15.401)  0.233
H (19.306, 29.870, -15.982)  0.301
C (23.702, 23.419, -20.490)  -0.718
O (24.126, 23.470, -19.130)  -0.347
C (23.024, 23.281, -18.251)  -0.784
C (22.449, 24.552, -17.615)  0.496
C (23.491, 25.243, -16.659)  -1.260
N (21.154, 24.332, -16.949)  -0.642
H (24.679, 23.346, -20.967)  0.240
H (23.297, 24.380, -20.806)  0.269
H (23.088, 22.557, -20.753)  0.325
H (22.238, 22.608, -18.594)  0.486
H (23.502, 22.681, -17.476)  0.298
H (22.224, 25.261, -18.411)  0.238
H (23.266, 26.291, -16.460)  0.296
H (24.492, 25.264, -17.089)  0.322
H (23.419, 24.665, -15.738)  0.313
H (20.455, 24.144, -17.654)  0.265
H (21.122, 23.506, -16.369)  0.207
C (31.788, 15.621, -4.786)  -0.756
O (30.629, 14.765, -4.602)  -0.307
C (30.226, 14.803, -3.226)  -0.681
C (29.177, 13.712, -3.046)  0.732
C (27.991, 13.756, -3.974)  -1.460
N (28.634, 13.611, -1.716)  -0.721
H (32.193, 15.351, -5.761)  0.249
H (32.552, 15.583, -4.010)  0.307
H (31.503, 16.668, -4.897)  0.305
H (31.051, 14.718, -2.519)  0.340
H (29.818, 15.803, -3.080)  0.311
H (29.684, 12.757, -3.190)  0.179
H (28.212, 13.659, -5.037)  0.329
H (27.363, 14.641, -3.874)  0.307
H (27.393, 12.896, -3.671)  0.393
H (27.786, 13.071, -1.811)  0.214
H (29.345, 13.180, -1.143)  0.259
C (21.427, 18.186, -15.827)  -0.875
O (20.106, 18.753, -15.962)  -0.232
C (19.008, 17.848, -16.140)  -0.459
C (17.833, 18.696, -16.723)  -0.854
N (17.328, 19.679, -15.754)  -0.182
C (16.513, 19.147, -14.754)  -0.626
C (16.260, 20.171, -13.666)  -0.622
O (15.306, 21.178, -14.065)  -0.340
C (14.970, 22.013, -12.956)  -0.789
H (22.192, 18.852, -15.428)  0.268
H (21.827, 17.744, -16.739)  0.329
H (21.448, 17.269, -15.238)  0.320
H (18.790, 17.317, -15.214)  0.338
H (19.214, 17.047, -16.851)  0.389
H (17.060, 18.005, -17.060)  0.384
H (18.178, 19.242, -17.601)  0.379
H (16.808, 20.355, -16.295)  0.216
H (16.939, 18.272, -14.263)  0.407
H (15.575, 18.746, -15.139)  0.354
H (17.200, 20.633, -13.367)  0.272
H (15.961, 19.693, -12.733)  0.422
H (14.383, 22.865, -13.298)  0.287
H (15.784, 22.565, -12.485)  0.297
H (14.392, 21.495, -12.191)  0.314
C (22.121, 25.024, -9.702)  -0.757
O (22.510, 23.800, -10.412)  -0.294
C (21.378, 22.930, -10.640)  -0.767
C (21.769, 21.561, -11.168)  -0.618
N (22.477, 20.865, -10.100)  -0.298
C (23.202, 19.749, -10.658)  -0.698
C (24.021, 18.977, -9.630)  -0.650
O (25.056, 19.929, -9.198)  -0.253
C (26.032, 19.200, -8.456)  -0.797
H (22.849, 25.802, -9.929)  0.230
H (22.179, 24.768, -8.643)  0.291
H (21.150, 25.436, -9.977)  0.321
H (20.667, 23.390, -11.327)  0.525
H (20.717, 22.856, -9.776)  0.366
H (22.442, 21.738, -12.007)  0.345
H (20.916, 20.947, -11.456)  0.393
H (23.090, 21.614, -9.811)  0.269
H (23.944, 20.041, -11.401)  0.336
H (22.455, 19.071, -11.071)  0.423
H (24.399, 18.085, -10.129)  0.428
H (23.442, 18.671, -8.759)  0.355
H (25.474, 18.863, -7.582)  0.317
H (26.734, 19.913, -8.023)  0.255
H (26.444, 18.332, -8.970)  0.283
C (28.451, 18.341, -15.459)  -0.751
O (27.956, 16.963, -15.299)  -0.274
C (28.807, 16.117, -14.429)  -0.575
C (28.472, 14.613, -14.554)  -0.747
N (29.030, 13.968, -15.783)  -0.418
C (28.745, 14.669, -17.019)  -0.385
C (28.985, 13.781, -18.246)  -0.565
O (28.197, 12.603, -18.198)  -0.288
C (28.613, 11.689, -19.193)  -0.804
H (28.472, 18.892, -14.519)  0.291
H (27.712, 18.774, -16.132)  0.243
H (29.411, 18.383, -15.974)  0.316
H (28.731, 16.292, -13.356)  0.413
H (29.850, 16.211, -14.731)  0.354
H (27.412, 14.457, -14.356)  0.333
H (28.978, 13.980, -13.825)  0.436
H (28.666, 13.026, -15.765)  0.249
H (29.348, 15.577, -17.029)  0.249
H (27.714, 15.020, -16.973)  0.335
H (30.055, 13.601, -18.144)  0.330
H (28.854, 14.460, -19.089)  0.338
H (28.337, 10.670, -18.923)  0.288
H (29.693, 11.541, -19.187)  0.340
H (28.253, 11.819, -20.214)  0.290
O (17.551, 31.752, -8.059)  -0.528
C (16.385, 31.019, -8.356)  -0.230
C (15.752, 30.412, -7.108)  -0.332
O (14.605, 29.609, -7.349)  -0.508
H (18.101, 31.795, -8.845)  0.318
H (15.631, 31.685, -8.776)  0.184
H (16.784, 30.355, -9.123)  0.259
H (15.454, 31.178, -6.392)  0.269
H (16.466, 29.776, -6.583)  0.243
H (14.120, 29.712, -6.527)  0.323
O (29.579, 23.890, -10.251)  -0.567
C (28.305, 24.345, -10.746)  -0.232
C (28.517, 25.228, -11.973)  -0.476
O (29.444, 26.222, -11.701)  -0.491
H (30.029, 23.289, -10.850)  0.305
H (27.712, 23.444, -10.903)  0.292
H (27.864, 25.001, -9.996)  0.237
H (27.580, 25.675, -12.304)  0.313
H (28.836, 24.572, -12.782)  0.290
H (30.258, 25.752, -11.503)  0.331
O (24.841, 32.296, -12.836)  -0.525
C (23.736, 31.744, -12.158)  -0.292
C (22.467, 32.660, -12.162)  -0.328
O (21.169, 31.996, -11.877)  -0.473
H (25.470, 31.612, -13.078)  0.306
H (23.463, 30.817, -12.662)  0.281
H (24.013, 31.467, -11.141)  0.250
H (22.454, 33.190, -13.114)  0.266
H (22.536, 33.359, -11.328)  0.225
H (21.139, 31.208, -12.425)  0.281
O (16.910, 17.770, -5.564)  -0.536
C (18.302, 18.018, -5.579)  -0.463
C (18.868, 18.062, -7.024)  -0.270
O (18.542, 19.229, -7.699)  -0.503
H (16.441, 18.438, -6.069)  0.314
H (18.451, 18.962, -5.055)  0.279
H (18.826, 17.292, -4.957)  0.325
H (18.492, 17.223, -7.610)  0.273
H (19.945, 17.902, -7.052)  0.292
H (19.268, 19.413, -8.299)  0.284

Results
Energy ... -3694.09502 hartree
E_HOMO ... -0.317 hartree
Orbital gap ... 8.715 eV
SMILES string ... COC[C@H](C)N.COC[C@H](C)N.COC[C@H](C)N.COC[C@H](C)N.COC[C@H](C)N.COCCNCCOC.COCCNCCOC.COCCNCCOC.OCCO.OCCO.OCCO.OCCO